[1]
The following is a DFT calculation (wB97M-V/def2-TZVPD) of a 3-piece molecular cluster, C5H8N2 overall.

Calculated values
- DFT total energy: -8288.5842 eV
- Energy relative to the best compared isomer or geometry (same formula, charge and spin): 147.87 kcal/mol
- Kohn-Sham gap (alpha / beta): 0.2431 / 0.2950 Eh
- Charge: 0

The geometry in XYZ format:
```
15
Properties=species:S:1:pos:R:3:forces:R:3:lowdin_charge:R:1
N 0.142 -0.910 0.401 -0.7 0.4 -0.1 0.120
N 1.133 -0.088 0.142 0.3 0.5 -0.2 -0.227
C -0.968 -0.155 0.164 0.1 -0.1 -0.1 -0.462
C -2.256 -0.605 0.458 -0.4 -0.4 0.2 0.073
C 0.712 1.153 -0.312 0.3 0.0 -0.1 -0.092
C -0.651 1.119 -0.403 0.4 -0.7 0.4 -0.023
C 2.492 -0.594 0.132 0.1 0.0 0.0 -0.021
H -2.206 1.263 -0.893 -0.4 -0.1 -0.1 0.048
H -2.999 0.047 0.896 0.1 -0.1 -0.1 0.048
H 1.456 1.876 -0.625 -0.2 -0.1 0.1 0.107
H 2.543 -1.431 0.830 0.0 0.1 -0.1 0.089
H -2.900 0.744 -0.911 0.4 0.3 0.0 0.090
H -2.442 -1.675 0.547 0.1 0.2 0.0 0.073
H 2.768 -0.942 -0.868 0.0 0.0 0.1 0.090
H 3.176 0.198 0.444 -0.1 -0.1 0.0 0.087
```
Positions in Å, forces in eV/Å.

---

[2]
The following is a DFT calculation (wB97M-V/def2-TZVPD) of C22H30N4O4 as an isolated structure.

Calculated values
- DFT total energy: -37423.8631 eV
- Energy relative to the best compared isomer or geometry (same formula, charge and spin): 712.06 kcal/mol
- Kohn-Sham gap: 0.2755 Eh
- Charge: 0

The geometry in XYZ format:
```
60
Properties=species:S:1:pos:R:3:forces:R:3:lowdin_charge:R:1
O 1.710 -5.383 -2.328 6.4 2.8 -9.4 -0.063
O -2.645 4.820 -1.027 -5.0 -2.4 0.0 -0.175
O -5.392 5.940 0.183 -4.0 4.0 -4.3 0.010
O 2.468 -3.797 1.533 -1.0 0.3 -5.0 0.018
N 2.338 -3.066 -0.775 1.7 7.3 12.0 0.215
N 3.068 -0.961 0.104 -2.1 3.6 6.9 -0.106
N 0.615 1.586 0.859 -1.1 12.2 12.9 -0.142
N 4.005 -0.011 0.198 0.9 -0.4 -4.0 0.103
C 2.396 -5.923 -1.369 -12.8 -5.0 3.8 -0.159
C 0.545 -0.813 0.647 11.2 4.1 -7.7 0.024
C -4.223 2.963 0.130 -1.2 -2.4 2.4 0.053
C 1.818 1.481 1.491 1.9 6.4 7.2 -0.286
C 2.068 -0.918 1.165 -2.4 -0.8 4.2 -0.149
C -2.894 1.576 1.545 -6.6 -7.9 7.6 -0.144
C 2.308 0.357 2.210 1.3 -5.9 1.0 -0.147
C -1.822 3.230 0.128 9.9 -5.9 9.0 0.070
C 4.719 -0.327 -0.957 2.3 5.8 1.6 -0.177
C -2.973 3.562 -0.058 -7.3 6.6 -6.9 -0.256
C -0.585 1.857 1.890 7.9 -5.3 4.5 -0.089
C 3.233 -1.899 -0.670 2.2 -3.6 -6.4 -0.136
C 0.456 -5.146 -2.228 -4.9 -3.0 -3.9 -0.359
C 1.473 -5.287 -0.308 2.5 -0.6 8.7 -0.153
C 2.159 -3.887 0.297 -0.1 -4.1 2.4 -0.306
C 4.416 -1.423 -1.586 -7.2 -0.3 7.3 0.049
C 0.562 0.767 0.001 -12.6 -13.2 -2.5 -0.243
C -4.160 1.816 1.135 7.6 9.4 -6.5 0.011
C -1.797 2.147 1.420 1.4 6.3 -8.6 -0.258
C -4.035 5.210 -1.841 12.5 11.9 4.9 -0.020
C 0.143 -4.963 -0.915 -2.3 3.3 6.6 -0.174
C -4.535 6.304 -0.842 -3.9 1.1 -6.3 -0.255
H 2.610 1.609 0.917 3.0 1.6 -3.8 0.048
H -4.552 4.498 -2.013 -6.5 -9.0 -2.5 -0.021
H -0.890 3.813 0.146 -0.6 -0.4 -1.0 0.150
H 5.357 0.500 -1.376 -0.2 -1.2 0.9 0.126
H 1.444 -6.094 0.700 -0.2 2.7 -2.7 0.207
H 2.026 2.513 2.456 -0.8 -2.4 -2.9 0.208
H 0.546 -1.597 -0.014 -0.9 -1.6 -2.2 0.050
H 1.824 0.186 3.171 -0.6 -0.6 -0.2 0.098
H -3.866 7.062 -0.577 1.7 0.5 0.5 0.089
H 3.301 -5.854 -1.269 9.8 1.6 0.3 0.046
H -0.055 -6.060 -2.534 -0.6 -0.4 -0.7 0.144
H 4.692 -2.015 -2.243 3.2 -4.7 -6.5 0.004
H -3.367 5.757 -2.651 -2.4 -1.3 1.0 0.164
H -5.252 3.256 -0.358 2.5 -0.4 1.1 0.155
H 2.131 -1.915 1.749 0.3 2.0 -0.9 0.132
H 3.428 0.244 2.522 -1.9 1.2 -1.1 0.146
H 1.161 0.762 -0.682 6.8 0.2 -8.1 0.056
H -0.252 -3.797 -0.775 1.2 -3.0 0.4 0.180
H -0.039 -4.364 -2.715 0.6 1.3 -2.2 0.131
H -3.041 0.697 2.584 1.1 2.2 -3.0 0.204
H -0.513 0.799 -0.255 0.3 -0.2 -1.9 0.148
H -0.674 0.710 2.605 0.1 3.2 -1.9 0.200
H -0.060 -0.940 1.299 -7.4 -1.3 8.4 -0.013
H 2.425 -3.352 -1.574 0.4 -4.9 -10.9 0.018
H -0.639 -5.615 -0.547 -0.2 0.1 0.2 0.124
H 2.119 -7.109 -1.318 0.9 2.0 -0.1 0.181
H -0.184 2.559 2.681 -0.2 -0.5 -1.2 0.135
H -5.190 6.942 -1.729 0.9 -1.3 2.6 0.169
H -4.904 5.424 0.664 4.0 -4.8 5.0 -0.028
H -5.030 1.569 1.104 -9.6 -4.8 1.4 -0.005
```
Positions in Å, forces in eV/Å.